1.
The following is a DFT calculation (wB97M-V/def2-TZVPD) of 2 unconnected molecules or ions with the total composition C4H12.

XYZ file:
```
16
Properties=species:S:1:pos:R:3:forces:R:3
C -0.1413 1.5171 0.6765 0.0 -0.1 -1.2
C -0.5662 2.2983 1.9071 0.2 -0.7 0.8
H 0.4913 2.1000 0.0093 0.3 0.1 0.2
H 0.3709 0.5653 0.8451 0.1 0.3 0.4
H -0.9607 1.2554 0.0068 -0.4 0.0 0.3
H -0.4588 1.6692 2.7903 -0.1 -0.1 0.1
H -1.6088 2.5985 1.8979 0.0 0.2 -0.2
H 0.0722 3.1474 2.1298 0.0 0.3 -0.3
C 0.7755 -2.4444 -0.9338 0.3 0.5 0.1
C -0.0568 -1.4347 -1.6950 -0.9 1.1 0.9
H 0.2413 -3.3534 -0.6740 0.0 -0.1 -0.1
H 1.6962 -2.6845 -1.4685 -0.1 -0.2 -0.1
H 1.0890 -1.9458 -0.0169 0.1 -0.3 0.2
H -0.5617 -1.7860 -2.5880 0.4 0.0 -0.4
H 0.4835 -0.4901 -1.8093 0.4 -0.4 -0.8
H -0.8657 -1.0122 -1.0772 -0.1 -0.7 0.2
```
Forces are in eV/Å.

Its SMILES is CC.CC. Its total energy is -4342.192 eV. For the molar mass, the calculation gives 60.14 g/mol. The calculation puts the energy relative to the best compared isomer or geometry (same formula, charge and spin) at 7.8 kcal per mole. The charge is 0. For the orbital gap, the calculation gives 12.610 eV.


2.
The following is a DFT calculation (wB97M-V/def2-TZVPD) of 2 unconnected molecules or ions with the total composition C4H12.

XYZ file:
```
16
Properties=species:S:1:pos:R:3:forces:R:3
C -0.9944 -2.3065 0.0932 0.1 0.1 -0.8
C -0.3950 -1.8432 -1.2273 -0.6 0.2 0.0
H -1.9767 -2.7096 -0.1320 0.0 -0.6 0.2
H -0.3328 -3.0217 0.5652 -0.2 -0.1 0.6
H -1.2136 -1.4279 0.6782 0.3 0.2 0.7
H 0.4320 -1.1596 -1.0979 0.1 0.3 0.1
H -1.2397 -1.3340 -1.7010 0.5 0.1 -0.6
H -0.0264 -2.6568 -1.8448 -0.2 -0.2 -0.1
C 0.8831 1.4364 0.1705 -0.2 0.3 0.2
C 0.5615 2.6769 1.0017 -0.2 0.0 -0.9
H 1.7430 1.5939 -0.4737 0.2 0.0 0.0
H 1.1048 0.6391 0.8741 0.0 -0.4 -0.3
H 0.0455 1.1729 -0.4762 0.0 -0.2 0.1
H -0.4005 2.5586 1.4902 0.0 0.0 0.3
H 0.4663 3.5494 0.3502 0.1 0.1 0.2
H 1.3430 2.8320 1.7295 0.1 0.3 0.3
```
Forces are in eV/Å.

Its SMILES is CC.CC. Its total energy is -4342.327 eV. For the molar mass, the calculation gives 60.14 g/mol. The calculation puts the energy relative to the best compared isomer or geometry (same formula, charge and spin) at 4.6 kcal per mole. The charge is 0. For the orbital gap, the calculation gives 12.865 eV.


3.
The following is a DFT calculation (wB97M-V/def2-TZVPD) of 2 unconnected molecules or ions with the total composition C4H12.

XYZ file:
```
16
Properties=species:S:1:pos:R:3:forces:R:3
C 0.5002 -1.3167 -2.6487 0.2 -0.9 0.3
C 0.2625 -1.1747 -1.1234 -0.2 0.7 -0.8
H 1.4402 -1.8342 -2.8799 0.0 0.4 0.1
H -0.2513 -1.9769 -3.0905 -0.1 0.3 0.0
H 0.4813 -0.3544 -3.1530 0.0 0.0 -0.1
H 0.9482 -1.7407 -0.5006 -0.1 -0.2 0.0
H -0.7717 -1.4344 -0.9182 0.0 -0.2 0.3
H 0.3579 -0.1220 -0.8550 0.1 0.0 0.2
C -0.3479 0.5773 2.2576 -0.5 0.0 -0.4
C -0.4076 1.9232 1.5283 1.2 -0.7 -0.4
H -0.4320 -0.2387 1.5295 0.1 0.1 0.2
H 0.5887 0.4485 2.7908 0.0 0.0 0.2
H -1.1883 0.4723 2.9477 0.1 0.0 0.1
H -0.4753 2.7489 2.2255 -0.5 0.2 -0.1
H -1.1623 1.8938 0.7437 -0.3 0.4 0.3
H 0.5493 2.0614 0.9973 -0.3 0.0 0.1
```
Forces are in eV/Å.

Its SMILES is CC.CC. Its total energy is -4342.320 eV. For the molar mass, the calculation gives 60.14 g/mol. The calculation puts the energy relative to the best compared isomer or geometry (same formula, charge and spin) at 4.8 kcal per mole. The charge is 0. For the orbital gap, the calculation gives 12.888 eV.


4.
The following is a DFT calculation (wB97M-V/def2-TZVPD) of 2 unconnected molecules or ions with the total composition C4H12.

XYZ file:
```
16
Properties=species:S:1:pos:R:3:forces:R:3
C 1.9408 -0.2487 -0.5721 -0.6 -0.7 -2.3
C 1.4664 -0.5904 -2.0777 1.6 -0.7 2.9
H 1.8497 -1.1368 0.0575 0.1 0.2 0.0
H 2.9548 0.1202 -0.6083 0.2 0.3 0.4
H 1.2103 0.4816 -0.2944 0.0 0.7 0.9
H 1.5588 0.2888 -2.6746 -0.9 0.7 -0.4
H 0.5203 -1.0860 -1.8625 -0.2 0.3 -1.2
H 2.2182 -1.2475 -2.4922 -0.2 -0.7 -0.2
C -1.9732 0.9846 0.9155 0.3 0.8 0.5
C -1.4675 -0.1516 1.7731 -0.5 -2.2 -1.1
H -1.1037 1.5995 0.6934 0.1 0.4 0.1
H -2.3323 0.7238 -0.0716 -0.5 -0.4 0.0
H -2.6766 1.6206 1.4595 -0.2 -0.1 -0.3
H -1.3250 0.0837 2.8237 0.7 0.2 -0.2
H -0.6446 -0.5996 1.1980 0.8 0.5 0.9
H -2.0649 -1.0866 1.7854 -0.7 0.8 0.1
```
Forces are in eV/Å.

Its SMILES is CC.CC. Its total energy is -4341.776 eV. For the molar mass, the calculation gives 60.14 g/mol. The calculation puts the energy relative to the best compared isomer or geometry (same formula, charge and spin) at 17.4 kcal per mole. The charge is 0. For the orbital gap, the calculation gives 12.314 eV.


5.
The following is a DFT calculation (wB97M-V/def2-TZVPD) of 2 unconnected molecules or ions with the total composition C4H12.

XYZ file:
```
16
Properties=species:S:1:pos:R:3:forces:R:3
C 1.1459 -0.2955 -2.6585 -0.3 -0.2 0.3
C 1.1815 0.3555 -1.2793 -1.2 -1.5 1.1
H 0.2138 -0.8366 -2.8932 0.2 0.4 0.2
H 1.2899 0.4879 -3.3879 0.1 -0.1 -0.5
H 1.9517 -1.0207 -2.7235 0.1 -0.1 -0.3
H 2.1618 0.2208 -0.8298 0.4 1.1 -0.2
H 0.6014 -0.2212 -0.5184 -0.1 0.2 -0.7
H 0.6997 1.3333 -1.2823 0.7 0.2 0.2
C -0.6614 -0.4837 2.2471 -1.2 -0.1 0.2
C -1.7286 0.5162 1.6797 3.1 -0.7 -1.1
H -0.7313 -1.3908 1.6348 0.5 -0.1 0.5
H 0.3538 -0.1060 2.3510 0.0 0.1 -0.7
H -0.9278 -0.6741 3.2929 -0.1 -0.5 -0.2
H -1.2549 1.4780 1.9283 -1.9 0.3 0.8
H -2.7126 0.0784 1.8459 -0.1 1.2 0.6
H -1.5827 0.5585 0.5931 -0.2 -0.3 -0.1
```
Forces are in eV/Å.

Its SMILES is CC.CC. Its total energy is -4341.664 eV. For the molar mass, the calculation gives 60.14 g/mol. The calculation puts the energy relative to the best compared isomer or geometry (same formula, charge and spin) at 19.9 kcal per mole. The charge is 0. For the orbital gap, the calculation gives 12.457 eV.


6.
The following is a DFT calculation (wB97M-V/def2-TZVPD) of 2 unconnected molecules or ions with the total composition C4H12.

XYZ file:
```
16
Properties=species:S:1:pos:R:3:forces:R:3
C -0.2490 2.9874 1.5583 -0.3 -2.4 -2.3
C -0.1448 1.4656 1.6463 -0.3 0.4 -0.8
H -1.2624 3.2470 1.6558 -1.2 0.8 0.1
H 0.3264 3.3477 2.2867 2.0 2.0 3.2
H 0.1863 3.3449 0.6333 -0.2 0.1 -0.4
H -0.8016 1.1030 0.8769 -0.1 -0.7 -0.5
H 0.8717 1.1148 1.4341 -0.3 -0.1 0.4
H -0.5782 1.0895 2.5642 0.4 -0.1 0.4
C 0.7164 -1.7884 -1.8647 -1.9 2.4 -0.8
C -0.3369 -2.6948 -1.2240 0.9 2.2 -0.3
H 1.6864 -2.1826 -1.7859 1.5 -0.1 0.7
H 0.5965 -1.6874 -2.9643 -0.3 0.1 0.5
H 0.5385 -0.7179 -1.4257 1.1 -1.9 -0.7
H -0.4613 -3.5352 -1.8177 -0.5 -1.7 -1.1
H -1.2612 -2.0710 -1.2526 0.4 -1.0 1.0
H 0.1732 -3.0227 -0.3207 -1.2 0.2 0.7
```
Forces are in eV/Å.

Its SMILES is CC.CC. Its total energy is -4341.612 eV. For the molar mass, the calculation gives 60.14 g/mol. The calculation puts the energy relative to the best compared isomer or geometry (same formula, charge and spin) at 21.1 kcal per mole. The charge is 0. For the orbital gap, the calculation gives 12.668 eV.


7.
The following is a DFT calculation (wB97M-V/def2-TZVPD) of 2 unconnected molecules or ions with the total composition C4H12.

XYZ file:
```
16
Properties=species:S:1:pos:R:3:forces:R:3
C 1.8049 0.2794 0.7326 -1.2 -1.9 2.0
C 0.8584 1.3880 1.1710 1.0 1.0 -0.6
H 2.1510 0.2984 -0.2856 0.6 0.5 -0.1
H 2.5109 0.2403 1.5540 1.1 -0.1 -0.6
H 1.3162 -0.7247 0.8500 0.4 0.9 -0.3
H 0.4117 1.8105 0.2699 -0.5 0.2 0.5
H 1.4789 2.1691 1.6467 -0.4 0.0 -0.3
H 0.1477 1.1019 1.9360 -0.4 -0.3 -0.2
C -0.6090 -0.5288 -0.7731 -0.7 -0.6 -1.2
C -1.9869 -0.9903 -1.1773 -1.7 -1.7 0.0
H 0.0674 -1.2461 -1.2833 0.1 1.0 0.0
H -0.5344 0.5179 -1.0895 0.7 -0.4 0.3
H -0.4244 -0.6830 0.2730 -0.3 0.3 0.3
H -2.3375 -0.7199 -2.1950 0.5 0.0 0.5
H -2.8420 -0.8212 -0.5048 0.5 0.9 0.1
H -2.0130 -2.0915 -1.1247 0.2 0.1 -0.4
```
Forces are in eV/Å.

Its SMILES is CC.CC. Its total energy is -4341.677 eV. For the molar mass, the calculation gives 60.14 g/mol. The calculation puts the energy relative to the best compared isomer or geometry (same formula, charge and spin) at 19.6 kcal per mole. The charge is 0. For the orbital gap, the calculation gives 12.326 eV.


8.
The following is a DFT calculation (wB97M-V/def2-TZVPD) of 2 unconnected molecules or ions with the total composition C4H12.

XYZ file:
```
16
Properties=species:S:1:pos:R:3:forces:R:3
C 1.5545 0.0723 -1.2148 0.6 1.5 -1.8
C 0.2703 -0.2362 -2.0364 0.8 4.8 0.6
H 1.4185 0.9215 -0.5310 -0.1 -0.5 0.0
H 1.9667 -0.7811 -0.7107 0.0 -0.3 0.4
H 2.3538 0.4639 -1.9301 -0.8 -0.7 0.9
H 0.2314 -1.1872 -2.3103 -0.2 -4.3 -1.1
H 0.3268 0.3484 -3.0096 -0.5 -0.4 1.3
H -0.6276 0.0075 -1.4450 0.3 0.0 -0.5
C -1.6893 0.1170 1.4982 1.4 0.3 -3.9
C -0.1719 0.0387 1.7989 -2.5 5.6 4.4
H -1.7298 0.4464 0.3490 -0.4 0.6 2.6
H -2.1554 -0.8242 1.2480 0.1 -0.9 1.0
H -2.2832 0.6444 2.2281 -0.1 0.5 -0.3
H 0.2805 -0.6742 1.3699 3.1 -5.2 -4.2
H 0.4747 1.0099 1.6287 -1.7 -1.7 0.5
H -0.0381 -0.3264 2.8374 0.0 0.9 0.0
```
Forces are in eV/Å.

Its SMILES is CC.CC. Its total energy is -4340.931 eV. For the molar mass, the calculation gives 60.14 g/mol. The calculation puts the energy relative to the best compared isomer or geometry (same formula, charge and spin) at 36.8 kcal per mole. The charge is 0. For the orbital gap, the calculation gives 12.214 eV.


9.
The following is a DFT calculation (wB97M-V/def2-TZVPD) of 2 unconnected molecules or ions with the total composition C4H12.

XYZ file:
```
16
Properties=species:S:1:pos:R:3:forces:R:3
C -0.0797 1.2333 -1.4632 -1.2 0.9 -0.1
C -1.3293 1.0464 -2.3644 1.3 -0.9 -1.3
H -0.4636 2.0079 -0.7493 0.8 -1.1 0.4
H 0.2775 0.2418 -0.9976 -0.3 2.1 -0.9
H 0.6220 1.8224 -2.0662 0.6 -0.7 0.4
H -1.0293 0.6955 -3.3769 0.1 0.0 0.5
H -1.8515 1.9878 -2.6151 -0.2 -0.6 0.9
H -1.8585 0.1903 -1.9554 -1.0 0.5 0.0
C 0.7216 -1.0929 1.0988 -0.8 1.0 3.4
C 0.6915 -1.2744 2.7094 1.4 -0.2 -0.9
H 0.4588 -0.0357 1.1496 0.3 0.1 -1.4
H 1.7310 -1.2913 0.7460 -0.3 0.0 -0.3
H -0.0802 -1.6632 0.6624 0.0 -0.2 -0.5
H 0.1241 -0.5277 3.2999 0.0 -0.2 -0.8
H 1.7818 -1.0755 2.9533 -1.3 -0.8 0.5
H 0.2838 -2.2647 2.9686 0.8 0.3 0.2
```
Forces are in eV/Å.

Its SMILES is CC.CC. Its total energy is -4341.345 eV. For the molar mass, the calculation gives 60.14 g/mol. The calculation puts the energy relative to the best compared isomer or geometry (same formula, charge and spin) at 27.3 kcal per mole. The charge is 0. For the orbital gap, the calculation gives 12.092 eV.


10.
The following is a DFT calculation (wB97M-V/def2-TZVPD) of 2 unconnected molecules or ions with the total composition C4H12.

XYZ file:
```
16
Properties=species:S:1:pos:R:3:forces:R:3
C -1.5624 -1.4822 0.0726 -0.3 -1.9 1.0
C -1.9859 -0.3365 -0.8050 1.6 0.5 -1.3
H -0.6730 -2.0884 -0.1127 0.5 0.8 -0.8
H -1.4358 -1.2752 1.1323 -0.3 0.6 0.1
H -2.2771 -2.3075 0.0559 -0.5 0.2 0.0
H -1.4294 -0.3212 -1.7547 -0.1 -0.4 0.1
H -1.6756 0.6243 -0.4182 -0.4 0.3 0.5
H -3.0138 -0.3110 -1.1173 -0.6 -0.1 0.4
C 1.1153 0.7832 0.7104 0.1 0.1 0.3
C 2.4276 1.0392 -0.0474 -0.9 0.9 0.6
H 0.9943 1.4132 1.5718 0.4 0.4 0.6
H 0.1975 1.0146 0.1897 0.0 -0.4 -0.7
H 1.0973 -0.2277 1.0992 -0.3 -0.2 -0.1
H 2.8895 0.0912 -0.2791 0.3 0.1 -0.5
H 3.0635 1.6541 0.5748 0.6 -0.3 0.4
H 2.2680 1.7298 -0.8723 0.0 -0.6 -0.6
```
Forces are in eV/Å.

Its SMILES is CC.CC. Its total energy is -4341.884 eV. For the molar mass, the calculation gives 60.14 g/mol. The calculation puts the energy relative to the best compared isomer or geometry (same formula, charge and spin) at 14.9 kcal per mole. The charge is 0. For the orbital gap, the calculation gives 12.605 eV.